Entry 1:
A gas-phase ion, C4H11NO2 (charge +1) at a distorted geometry, computed with ωB97M-V/def2-TZVPD.

Summary:
E_HOMO (alpha / beta)	-0.5572 / -0.5562	hartree
net charge	+1
Kohn-Sham gap (alpha / beta)	11.98 / 6.53	eV
⟨S²⟩	0.756
multiplicity	2
LUMO level (alpha / beta)	-3.2 / -8.6	eV
energy above the lowest of the compared OMol25 structures with the same formula, charge and spin	3.2130	eV

```
18
C4H11NO2 | OMol25 | ωB97M-V/def2-TZVPD
C -1.067 -0.887 0.339
O -1.078 -2.287 0.607
C 0.439 -0.290 0.169
C 0.700 1.031 -0.553
C 0.722 0.936 -1.988
O -0.297 1.920 -0.182
N 0.949 -0.193 1.660
H -1.284 -0.778 -0.738
H -1.924 -0.460 0.716
H -1.878 -2.604 1.006
H 0.884 -1.307 0.007
H 1.633 1.376 -0.260
H 0.961 -0.080 -2.352
H -0.187 0.808 -2.444
H 1.435 1.525 -2.510
H -1.189 1.682 -0.501
H 0.804 -1.097 1.980
H 0.337 0.489 2.266
```

---

Entry 2:
C5H9N in the gas phase at a distorted geometry, computed with ωB97M-V/def2-TZVPD.

Summary:
E_HOMO	-0.2941	hartree
SMILES	C=C/C=C(/C)N
net charge	0
Kohn-Sham gap	9.02	eV
LUMO level	1.0	eV
energy above the lowest of the compared OMol25 structures with the same formula, charge and spin	1.6437	eV

```
15
C5H9N | OMol25 | ωB97M-V/def2-TZVPD
C 1.803 -2.059 -0.106
C 1.189 -0.903 -0.423
C 0.191 -0.339 0.520
C -0.749 0.579 0.128
C -1.534 1.372 1.124
N -0.763 1.040 -1.196
H 2.749 -2.308 -0.558
H 1.237 -2.764 0.491
H 1.695 -0.211 -1.090
H -0.006 -0.980 1.367
H -2.621 1.284 0.976
H -1.177 2.397 1.143
H -1.530 0.886 2.108
H -0.265 0.452 -1.854
H -0.307 1.949 -1.287
```

---

Entry 3:
2 unconnected molecules or ions with the total composition C3H10N2O at a distorted geometry, computed with ωB97M-V/def2-TZVPD.

Summary:
E_HOMO	-0.2943	hartree
SMILES	CCNN.C=O
net charge	0
Kohn-Sham gap	8.50	eV
LUMO level	0.5	eV
energy above the lowest of the compared OMol25 structures with the same formula, charge and spin	3.4164	eV

```
16
C3H10N2O | OMol25 | ωB97M-V/def2-TZVPD
C 0.862 0.232 1.109
C -0.239 1.339 0.521
N -0.994 0.950 -0.611
N -2.047 0.035 -0.417
H 0.654 -0.827 1.248
H 1.770 0.473 0.563
H 1.005 0.531 2.147
H -0.916 1.587 1.347
H 0.334 2.228 0.258
H -0.377 0.634 -1.374
H -2.725 0.250 0.308
H -1.763 -0.913 -0.169
C 1.100 -1.616 -1.199
O 0.820 -0.699 -1.934
H 2.096 -1.745 -0.748
H 0.420 -2.459 -1.050
```

---

Entry 4:
A molecular structure, C25H42BrMoNOP2 at a distorted geometry, computed with ωB97M-V/def2-TZVPD.

Summary:
E_HOMO (alpha / beta)	-0.7345 / -0.7316	hartree
net charge	+4
Kohn-Sham gap (alpha / beta)	6.19 / 4.66	eV
⟨S²⟩	2.417
multiplicity	3
LUMO level (alpha / beta)	-13.8 / -15.2	eV

```
73
C25H42BrMoNOP2 | OMol25 | ωB97M-V/def2-TZVPD
N 6.260 -0.161 -5.422
C 5.318 -1.077 -5.618
C 4.214 -1.192 -4.765
C 4.074 -0.318 -3.653
C 5.074 0.672 -3.513
C 6.154 0.688 -4.410
C 2.905 -0.467 -2.766
Mo -0.125 0.752 -0.202
P -2.346 1.280 0.478
C 2.209 0.441 -2.022
C 0.777 0.135 -2.008
C -0.270 1.015 -2.434
C -1.543 0.443 -2.720
C -1.759 -0.942 -2.590
C -0.857 -1.709 -1.857
C 0.333 -1.078 -1.358
Br -3.367 -1.670 -3.206
H 2.435 -1.461 -2.864
H 2.617 1.356 -1.589
H 3.463 -1.952 -4.982
H 5.045 1.407 -2.715
H 5.426 -1.751 -6.471
H 6.957 1.417 -4.316
H 0.002 2.021 -2.755
H 1.083 -1.685 -0.845
H -2.325 1.075 -3.135
H -0.997 -2.783 -1.703
P 0.764 -0.555 1.575
C -3.801 1.335 -0.651
C -4.893 2.368 -0.415
H -4.213 0.319 -0.701
H -3.397 1.512 -1.648
H -5.576 2.317 -1.269
H -5.486 2.177 0.487
H -4.480 3.381 -0.380
C -2.262 2.986 1.232
C -3.161 3.318 2.415
H -2.469 3.668 0.398
H -1.210 3.185 1.505
H -2.848 4.286 2.820
H -4.207 3.427 2.101
H -3.092 2.585 3.229
C -2.972 0.232 1.850
C -4.450 0.344 2.212
H -2.348 0.443 2.728
H -2.749 -0.802 1.553
H -4.670 -0.393 2.994
H -4.721 1.326 2.622
H -5.105 0.122 1.364
C -0.196 -1.732 2.597
C 0.473 -2.152 3.903
H -0.399 -2.601 1.947
H -1.172 -1.269 2.792
H 1.222 -2.934 3.743
H 0.945 -1.308 4.419
H -0.282 -2.570 4.579
C 0.795 1.074 2.422
C 2.170 1.602 2.869
H 0.119 1.012 3.288
H 0.358 1.837 1.708
H 2.625 0.961 3.632
H 2.860 1.699 2.026
H 2.049 2.602 3.304
C 2.430 -1.292 1.502
C 2.470 -2.779 1.143
H 2.912 -1.096 2.474
H 2.993 -0.701 0.763
H 3.251 -2.960 0.396
H 2.722 -3.378 2.025
H 1.525 -3.154 0.731
O -0.878 -3.973 0.335
H -1.845 -4.034 0.417
H -0.560 -4.892 0.403
```

---

Entry 5:
2 unconnected molecules or ions with the total composition C4H13N2OS at a distorted geometry, computed with ωB97M-V/def2-TZVPD.

Summary:
E_HOMO	-0.1001	hartree
net charge	-1
Kohn-Sham gap	6.47	eV
LUMO level	3.7	eV
energy above the lowest of the compared OMol25 structures with the same formula, charge and spin	0.8938	eV

```
21
C4H13N2OS | OMol25 | ωB97M-V/def2-TZVPD
C 1.270 0.742 1.187
C 0.171 0.980 0.136
C -0.413 -0.246 -0.543
S 0.546 -0.568 -2.124
N -0.970 1.658 0.938
C -1.228 1.343 2.356
N -0.668 2.423 3.200
H 1.598 1.639 1.675
H 2.155 0.329 0.673
H 0.933 -0.132 1.741
H 0.395 1.726 -0.641
H -0.239 -1.111 0.108
H -1.479 -0.103 -0.676
H -1.783 1.848 0.374
H -2.298 1.364 2.582
H -0.815 0.380 2.617
H -1.292 3.217 3.116
H 0.214 2.722 2.808
H 0.707 -3.998 -2.502
H 0.141 -5.038 -3.532
O 0.680 -4.946 -2.734
```

---

Entry 6:
2 unconnected molecules or ions with the total composition C3H8IN2O at a distorted geometry, computed with ωB97M-V/def2-TZVPD.

Summary:
E_HOMO	-0.5039	hartree
net charge	+1
Kohn-Sham gap	10.17	eV
LUMO level	-3.5	eV
energy above the lowest of the compared OMol25 structures with the same formula, charge and spin	2.7954	eV

```
15
C3H8IN2O | OMol25 | ωB97M-V/def2-TZVPD
C 0.283 0.017 1.879
C 0.295 0.828 0.643
C -0.465 -1.078 -1.512
N -0.586 1.657 0.147
N 0.747 -0.645 -0.795
O 1.365 0.864 1.367
I -0.715 0.467 3.631
H 0.730 -0.993 1.858
H -1.316 -1.155 -0.816
H -0.821 -0.231 -2.124
H -0.310 -1.924 -2.137
H -0.170 2.423 -0.528
H -1.500 1.541 -0.135
H 1.571 -0.492 -1.381
H 0.890 -1.278 -0.095
```

---

Entry 7:
2 unconnected molecules or ions with the total composition C4H15N2O2 at a distorted geometry, computed with ωB97M-V/def2-TZVPD.

Summary:
E_HOMO	-0.5147	hartree
net charge	+1
Kohn-Sham gap	11.10	eV
LUMO level	-2.9	eV
energy above the lowest of the compared OMol25 structures with the same formula, charge and spin	0.9654	eV

```
23
C4H15N2O2 | OMol25 | ωB97M-V/def2-TZVPD
N 0.345 1.458 1.326
C 0.477 0.027 0.868
C 1.104 0.039 -0.515
C 1.270 -1.370 -1.072
O 2.407 0.617 -0.234
C -0.922 -0.543 0.876
N -1.579 -0.138 2.105
H 0.564 2.114 0.577
H -0.620 1.556 1.709
H 0.952 1.727 2.106
H 1.166 -0.481 1.523
H 0.643 0.730 -1.215
H 1.323 -2.090 -0.252
H 0.466 -1.641 -1.753
H 2.215 -1.484 -1.594
H 2.988 0.554 -1.000
H -1.019 -1.616 0.658
H -1.518 -0.209 0.013
H -1.155 -0.535 2.935
H -2.557 -0.415 2.180
H -1.753 1.233 -3.218
H -2.685 -0.023 -3.300
O -2.113 0.490 -2.724
```

---

Entry 8:
A molecular structure, C18H40ClFIO2PTa at a distorted geometry, computed with ωB97M-V/def2-TZVPD.

Summary:
E_HOMO	-0.1578	hartree
net charge	-1
Kohn-Sham gap	6.85	eV
LUMO level	2.6	eV

```
65
C18H40ClFIO2PTa | OMol25 | ωB97M-V/def2-TZVPD
C 5.159 1.519 0.248
O 4.089 1.423 1.153
C 4.088 0.319 2.046
C 2.945 -0.656 1.766
C 3.361 -1.950 1.052
C 3.220 -1.884 -0.471
C 3.108 -3.245 -1.187
C 1.794 -3.447 -1.954
C 0.553 -3.516 -1.051
C -0.033 -2.156 -0.620
C -1.541 -1.977 -0.786
Ta -2.316 0.059 -0.140
I -1.817 -0.541 2.577
C -4.503 -0.506 -0.398
C -5.147 -1.195 0.821
C -5.582 -0.230 1.933
F -5.153 1.088 1.686
C -2.566 2.300 0.085
C -1.512 3.267 -0.466
C -0.249 3.309 0.408
C -0.292 4.500 1.371
C 1.026 3.340 -0.427
P -2.370 0.776 -2.664
O -3.826 0.297 -3.282
Cl -1.086 -0.551 -3.696
H 5.655 0.550 0.115
H 4.772 1.844 -0.721
H 5.906 2.247 0.590
H 5.055 -0.198 1.976
H 4.017 0.725 3.061
H 2.448 -0.908 2.706
H 2.215 -0.114 1.155
H 4.403 -2.188 1.307
H 2.758 -2.784 1.427
H 4.079 -1.340 -0.882
H 2.348 -1.275 -0.697
H 3.948 -3.359 -1.879
H 3.206 -4.059 -0.456
H 1.869 -4.375 -2.530
H 1.670 -2.640 -2.688
H -0.234 -4.085 -1.557
H 0.840 -4.088 -0.158
H 0.236 -1.963 0.426
H 0.443 -1.369 -1.205
H -1.791 -2.201 -1.826
H -2.095 -2.686 -0.144
H -0.580 0.586 -0.484
H -5.072 0.390 -0.669
H -4.613 -1.188 -1.249
H -6.037 -1.741 0.490
H -4.474 -1.945 1.249
H -5.168 -0.507 2.904
H -6.674 -0.189 2.012
H -2.609 2.420 1.181
H -3.564 2.549 -0.301
H -1.922 4.287 -0.519
H -1.248 3.002 -1.494
H -0.226 2.393 1.009
H 0.078 5.409 0.885
H 0.316 4.329 2.263
H -1.316 4.692 1.705
H 1.017 2.540 -1.171
H 1.920 3.216 0.191
H 1.115 4.300 -0.951
H -4.043 -0.620 -3.070
```

---

Entry 9:
A molecular structure, C31H39AlBCl5N2OP2 at a distorted geometry, computed with ωB97M-V/def2-TZVPD.

Summary:
E_HOMO	-0.2842	hartree
net charge	0
Kohn-Sham gap	8.04	eV
LUMO level	0.3	eV
energy above the lowest of the compared OMol25 structures with the same formula, charge and spin	1.0375	eV

```
82
C31H39AlBCl5N2OP2 | OMol25 | ωB97M-V/def2-TZVPD
Al -0.159 -0.454 -0.198
C 0.004 2.603 -3.379
C -0.388 3.350 -2.104
C 0.288 4.721 -2.159
P -0.082 2.196 -0.634
C -1.086 2.938 0.773
C -0.993 4.446 0.983
C -2.546 2.519 0.608
C 1.642 2.404 -0.094
C 2.310 3.617 0.016
C 3.615 3.687 0.466
C 4.266 2.521 0.835
C 3.615 1.309 0.768
C 2.295 1.209 0.302
N 1.582 0.043 0.339
C 2.114 -1.105 0.946
C 3.293 -1.724 0.551
C 3.708 -2.887 1.171
C 2.930 -3.476 2.151
C 1.730 -2.895 2.527
C 1.327 -1.700 1.951
P -0.228 -0.814 2.265
C -1.452 -2.015 2.990
C -2.656 -1.209 3.482
C -1.891 -2.998 1.914
C 0.245 0.212 3.773
C 1.387 1.170 3.449
C 0.632 -0.654 4.970
H 0.011 3.281 -4.230
H -0.694 1.806 -3.603
H 1.004 2.184 -3.275
H -1.476 3.496 -2.093
H 1.357 4.606 -2.322
H 0.117 5.328 -1.276
H -0.118 5.268 -3.010
H -0.688 2.433 1.663
H -1.486 4.977 0.172
H 0.035 4.785 1.069
H -1.507 4.711 1.908
H -2.950 2.853 -0.347
H -3.154 2.953 1.399
H -2.634 1.439 0.666
H 1.806 4.533 -0.236
H 4.112 4.643 0.531
H 5.284 2.563 1.196
H 4.128 0.428 1.118
H 3.862 -1.310 -0.268
H 4.634 -3.348 0.862
H 3.253 -4.398 2.608
H 1.097 -3.388 3.251
H -1.001 -2.571 3.817
H -2.987 -0.524 2.703
H -2.433 -0.629 4.376
H -3.483 -1.876 3.717
H -2.239 -2.461 1.034
H -2.710 -3.610 2.288
H -1.078 -3.656 1.617
H -0.646 0.802 4.020
H 2.289 0.620 3.187
H 1.611 1.788 4.317
H 1.139 1.826 2.618
H 1.497 -1.270 4.731
H -0.182 -1.299 5.290
H 0.894 -0.013 5.810
Cl -4.928 0.129 -5.392
C -4.051 -0.089 -3.935
C -2.666 -0.259 -3.967
Cl -1.841 -0.287 -5.470
C -1.967 -0.387 -2.778
Cl -0.270 -0.552 -2.727
C -2.606 -0.373 -1.529
O -1.901 -0.457 -0.440
C -4.005 -0.247 -1.524
Cl -4.830 -0.269 -0.020
C -4.714 -0.092 -2.710
Cl -6.416 0.104 -2.667
B 0.372 -4.966 -0.447
C 0.253 -3.455 -0.521
N 0.175 -2.285 -0.526
H 0.625 -5.192 0.705
H -0.676 -5.429 -0.784
H 1.269 -5.279 -1.168
```

---

Entry 10:
12 unconnected molecules or ions with the total composition H24O12 at a distorted geometry, computed with ωB97M-V/def2-TZVPD.

Summary:
E_HOMO	-0.3853	hartree
SMILES	O.O.O.O.O.O.O.O.O.O.O.O
net charge	0
Kohn-Sham gap	10.15	eV
LUMO level	-0.3	eV
energy above the lowest of the compared OMol25 structures with the same formula, charge and spin	4.5575	eV

```
36
H24O12 | OMol25 | ωB97M-V/def2-TZVPD
O 0.869 -0.443 -0.318
H 1.564 -0.759 0.271
H 0.451 0.272 0.175
O -3.174 -0.360 -1.684
H -2.456 -1.001 -1.739
H -3.541 -0.343 -2.575
O -1.309 -1.300 0.111
H -1.049 -1.408 1.033
H -2.140 -0.814 0.157
O -4.246 0.556 0.485
H -5.062 0.160 0.811
H -3.586 0.309 1.142
O 2.378 4.721 0.608
H 2.236 5.616 0.279
H 1.883 4.165 -0.004
O 1.246 -2.527 -0.249
H 1.496 -3.436 -0.051
H 0.491 -2.360 0.327
O 3.175 -1.050 -2.072
H 3.715 -1.033 -1.274
H 3.176 -0.136 -2.376
O -2.474 4.029 0.480
H -2.911 3.821 1.314
H -2.457 3.189 0.008
O -1.314 1.315 -1.079
H -0.404 1.003 -1.133
H -1.649 0.924 -0.265
O 4.975 0.334 -0.473
H 5.780 -0.109 -0.182
H 4.494 0.506 0.345
O 3.070 -1.680 2.439
H 2.552 -1.882 1.652
H 3.983 -1.717 2.135
O -3.301 -3.120 0.856
H -3.985 -2.688 0.333
H -2.478 -2.753 0.515
```

---

Entry 11:
H2O2P2S6 in the gas phase at a distorted geometry, computed with ωB97M-V/def2-TZVPD.

Summary:
E_HOMO	-0.3330	hartree
SMILES	OS[P@]1(=S)S[P@](=S)(SO)S1
net charge	0
Kohn-Sham gap	7.42	eV
LUMO level	-1.6	eV

```
12
H2O2P2S6 | OMol25 | ωB97M-V/def2-TZVPD
O 1.090 -4.196 0.973
S 1.273 -3.002 -0.087
P -0.176 -1.169 0.909
S -1.194 -1.805 2.412
S 1.071 0.519 1.246
P -0.245 1.600 -0.084
S -1.420 2.832 0.806
S 0.966 2.634 -1.575
O -0.271 3.437 -2.428
S -1.390 -0.166 -0.616
H 0.723 -4.940 0.509
H -0.427 4.257 -2.066
```

---

Entry 12:
A molecular structure, C10H19BF3IrN3O6S, computed with ωB97M-V/def2-TZVPD.

Summary:
E_HOMO	-0.4324	hartree
net charge	+1
Kohn-Sham gap	6.70	eV
LUMO level	-5.1	eV
energy above the lowest of the compared OMol25 structures with the same formula, charge and spin	0.0000	eV

```
44
C10H19BF3IrN3O6S | OMol25 | ωB97M-V/def2-TZVPD
Ir 0.723 1.048 0.035
C -0.029 0.084 -4.290
N -0.873 -0.581 -3.287
C -2.025 -1.316 -3.819
C -0.580 -0.533 -2.016
O 0.489 0.074 -1.657
C -1.437 -1.214 -0.969
O -0.533 -1.704 -0.008
C -0.983 -1.806 1.313
C -0.114 -0.932 2.204
O 0.688 -0.102 1.690
N -0.148 -1.064 3.509
C -1.002 -2.029 4.204
C 0.709 -0.228 4.359
H -0.648 0.779 -4.854
H 0.380 -0.671 -4.959
H 0.779 0.618 -3.805
H -2.309 -0.843 -4.756
H -2.876 -1.259 -3.149
H -1.762 -2.355 -4.015
H -2.014 -2.032 -1.399
H -2.122 -0.464 -0.559
H -0.886 -2.845 1.632
H -2.033 -1.519 1.430
H -1.263 -2.867 3.567
H -1.912 -1.543 4.556
H -0.454 -2.415 5.059
H 0.870 0.738 3.895
H 1.671 -0.717 4.510
H 0.210 -0.095 5.315
B 5.117 -0.313 0.542
C 3.691 0.244 0.287
N 2.626 0.666 0.112
H 5.343 -0.098 1.710
H 5.039 -1.495 0.291
H 5.866 0.268 -0.203
F -0.557 4.383 0.729
C -1.206 4.383 -0.430
F -2.505 4.501 -0.220
F -0.767 5.358 -1.198
S -0.891 2.768 -1.269
O -1.588 2.765 -2.502
O -1.287 1.725 -0.263
O 0.603 2.640 -1.323
```

---

Entry 13:
A molecular structure, C16H20N4O5PTc at a distorted geometry, computed with ωB97M-V/def2-TZVPD.

Summary:
E_HOMO (alpha / beta)	-0.6105 / -0.6027	hartree
net charge	+3
Kohn-Sham gap (alpha / beta)	6.99 / 4.50	eV
⟨S²⟩	3.841
multiplicity	4
LUMO level (alpha / beta)	-9.6 / -11.9	eV

```
47
C16H20N4O5PTc | OMol25 | ωB97M-V/def2-TZVPD
Tc 0.899 0.792 0.087
O -4.138 -0.730 0.221
C -3.817 -1.225 -0.942
C -4.741 -2.106 -1.550
C -4.518 -2.595 -2.811
C -3.350 -2.244 -3.505
C -2.390 -1.450 -2.901
C -2.582 -0.936 -1.614
C -1.574 -0.126 -0.951
O -0.300 -0.210 -1.241
N -1.949 0.707 0.000
N -0.955 1.368 0.585
C -1.280 2.294 1.468
C -0.372 3.203 2.054
C -0.837 4.196 2.948
C 0.000 5.182 3.424
C 1.346 5.204 3.047
C 1.855 4.231 2.201
C 1.027 3.221 1.692
O 1.491 2.312 0.876
H -3.503 -0.045 0.524
H -5.640 -2.333 -0.994
H -5.249 -3.237 -3.281
H -3.205 -2.599 -4.514
H -1.510 -1.161 -3.458
H -2.335 2.416 1.696
H -1.873 4.180 3.255
H -0.387 5.947 4.080
H 1.995 5.988 3.414
H 2.896 4.232 1.915
N 1.587 -1.525 -2.760
C 2.045 -2.513 -1.761
P 2.458 -1.555 -0.202
O 2.900 -0.192 -0.633
O 1.268 -1.426 0.727
C 3.707 -2.576 0.750
N 3.593 -2.219 2.181
H 0.725 -1.035 -2.387
H 1.388 -1.952 -3.677
H 2.317 -0.802 -2.882
H 2.918 -3.047 -2.144
H 1.250 -3.230 -1.552
H 4.722 -2.405 0.391
H 3.461 -3.632 0.624
H 2.586 -2.190 2.430
H 3.990 -1.287 2.369
H 4.079 -2.892 2.797
```